{
  "formula": "C5H15NO2",
  "method": "the ωB97M-V functional and the def2-TZVPD basis",
  "species": ["C", "C", "C", "C", "C", "N", "H", "H", "H", "H", "H", "H", "H", "H", "H", "H", "H", "O", "H", "H", "O", "H", "H"],
  "xyz": [[1.429, -1.214, -1.392], [0.910, 0.010, -1.621], [-0.524, 0.377, -1.573], [-1.384, -0.797, -0.907], [-0.934, -1.245, 0.454], [-1.030, -0.182, 1.474], [2.507, -1.470, -1.467], [0.670, -2.051, -1.108], [1.525, 0.900, -1.826], [-1.033, 0.663, -2.622], [-0.644, 1.215, -0.870], [-2.400, -0.416, -0.855], [-1.411, -1.709, -1.579], [-1.503, -2.185, 0.782], [0.118, -1.508, 0.516], [-1.800, -0.176, 2.247], [-1.107, 0.805, 0.959], [1.874, 0.634, 1.428], [1.076, 0.161, 1.618], [2.483, 0.531, 2.070], [0.043, 2.640, 1.241], [0.668, 1.933, 1.107], [0.467, 3.083, 1.924]],
  "e_homo_ev": -9.084,
  "e_above_lowest_kcal_mol": 58.56,
  "charge": 0,
  "smiles": "C=CCCCN.O.O",
  "homo_lumo_gap_ev": 9.90
}